# 1
Molecular formula: C13H12BrN2O3PS
Method: DFT, the ωB97M-V functional and the def2-TZVPD basis

Geometry (Å):
C 2.846 -4.061 -0.638
C 3.171 -2.906 -0.528
C 3.683 -1.546 -0.197
C 2.592 -0.485 -0.076
C 1.355 -0.675 0.453
C 0.345 0.372 0.593
C -0.995 0.024 1.249
C -1.698 -1.126 0.427
O -3.116 -1.016 0.349
C -3.592 -0.448 -0.793
C -4.991 0.189 -0.662
O -3.054 -0.452 -1.865
C 0.624 1.664 0.165
P -0.445 3.170 0.287
O -0.621 3.368 1.941
Br -2.531 2.720 -0.438
C 1.932 1.898 -0.434
N 2.343 3.095 -0.887
S 3.855 2.817 -1.422
N 4.056 1.224 -1.139
C 2.907 0.843 -0.561
H 2.794 -5.109 -0.878
H 4.335 -1.241 -1.032
H 4.276 -1.561 0.734
H 1.093 -1.682 0.799
H -1.638 0.895 1.418
H -0.747 -0.377 2.251
H -1.192 -1.272 -0.537
H -1.505 -2.046 1.008
H -5.720 -0.378 -1.264
H -5.310 0.240 0.389
H -4.929 1.192 -1.105
H -0.124 2.670 2.393

As for the HOMO-LUMO gap: 7.775 eV. Its net charge is 0. As for the HOMO energy: -8.9 eV. The calculation puts the total energy at -112963.675 eV.

Here are the Löwdin charges for atoms 1 to 8, given in e: 0.11 -0.13 -0.14 -0.15 0.02 -0.20 -0.13 -0.16

=====

# 2
Molecular formula: C13H12BrNO
Method: DFT, the ωB97M-V functional and the def2-TZVPD basis

Geometry (Å):
O -0.224 -4.183 0.383
Br -4.035 0.054 -1.787
C 0.341 -3.159 0.529
C -0.258 -1.852 0.096
C 0.455 -0.689 0.348
C -2.181 2.136 -1.216
C -0.170 1.809 -0.045
C -2.463 0.751 -1.171
C -0.414 0.392 -0.086
C -1.574 -0.101 -0.616
C -1.038 2.674 -0.651
N -1.485 -1.468 -0.557
C -0.838 4.221 -0.644
C 1.790 -3.207 1.029
C 1.777 -0.650 1.072
C 2.571 -1.890 0.604
H -2.974 2.723 -1.580
H 0.814 2.059 0.323
H -2.348 -2.107 -0.654
H -0.262 4.345 -1.584
H -0.247 4.556 0.255
H -1.709 4.895 -0.687
H 1.738 -3.148 2.173
H 2.418 -4.088 0.836
H 2.298 0.241 0.943
H 1.676 -0.799 2.168
H 2.803 -1.735 -0.450
H 3.539 -1.779 0.969

Its SMILES is Cc1cc(Br)c2[nH]c3c(c2c1)CCCC3=O. As for the HOMO-LUMO gap: 8.280 eV. Its net charge is 0. As for the HOMO energy: -8.2 eV. The calculation puts the total energy at -87255.163 eV.

Here are the Löwdin charges for atoms 1 to 8, given in e: 0.11 0.83 -0.36 -0.07 -0.09 -0.07 0.03 -0.67

=====

# 3
Molecular formula: C13H12BrP
Method: DFT, the ωB97M-V functional and the def2-TZVPD basis

Geometry (Å):
C -2.892 -3.127 -0.347
C 3.874 1.235 -0.591
C -3.410 -2.187 -1.143
C -2.385 -2.821 0.924
C 3.302 0.276 -1.398
C 3.233 1.891 0.400
C -3.474 -0.822 -0.804
C -2.259 -1.457 1.201
C 1.918 0.097 -1.231
C 1.947 1.531 0.692
C -2.771 -0.506 0.375
C 1.303 0.677 -0.208
C 1.150 2.226 1.880
P -2.314 1.207 0.777
Br -3.343 2.532 -0.664
H -3.048 -4.110 -0.605
H 4.943 1.326 -0.685
H -3.767 -2.452 -2.203
H -1.858 -3.504 1.600
H 3.899 -0.096 -2.103
H 3.791 2.508 1.165
H -3.642 -0.123 -1.603
H -1.595 -1.068 1.992
H 1.416 -0.706 -1.844
H 0.295 2.770 1.458
H 0.784 1.483 2.568
H 1.795 2.922 2.408

As for the HOMO-LUMO gap (alpha / beta): 7.784 / 7.368 eV. Its net charge is 0. As for the HOMO energy (alpha / beta): -9.0 / -7.7 eV. The calculation puts the total energy at -93002.952 eV.

Here are the Löwdin charges for atoms 1 to 8, given in e: -0.11 -0.12 -0.11 -0.05 -0.07 -0.09 -0.11 -0.17

=====

# 4
Molecular formula: C13H12N5OPtS2
Method: DFT, the ωB97M-V functional and the def2-TZVPD basis

Geometry (Å):
Pt -0.182 -0.223 0.179
N 1.464 -0.975 4.216
C 1.135 -0.766 2.892
S -0.096 0.409 2.590
N 1.794 -1.453 2.018
N 1.540 -1.161 0.705
C 2.236 -1.844 -0.141
C 2.320 -1.655 -1.558
C 3.317 -2.386 -2.231
C 3.524 -2.287 -3.586
C 2.693 -1.441 -4.330
C 1.701 -0.719 -3.714
C 1.480 -0.774 -2.311
O 0.564 -0.026 -1.811
H 0.725 -0.757 4.861
H 1.957 -1.835 4.400
H 2.878 -2.605 0.294
H 3.951 -3.039 -1.639
H 4.307 -2.858 -4.068
H 2.832 -1.359 -5.402
H 1.049 -0.067 -4.283
C -4.290 3.118 2.359
C -3.534 2.324 1.336
C -2.855 2.949 0.283
C -2.051 2.155 -0.505
N -1.948 0.843 -0.297
C -2.720 0.291 0.694
S -2.489 -1.393 0.892
N -3.513 1.008 1.507
H -5.040 3.761 1.895
H -3.592 3.758 2.903
H -4.760 2.434 3.060
H -2.927 4.016 0.125
H -1.472 2.555 -1.331

As for the HOMO-LUMO gap: 6.153 eV. Its net charge is -1. As for the HOMO energy: -3.2 eV. The calculation puts the total energy at -48092.946 eV.

Here are the Löwdin charges for atoms 1 to 8, given in e: 0.84 0.03 -0.90 0.53 -0.03 -0.21 -0.09 -0.15

=====

# 5
Molecular formula: C13H12O6S2
Method: DFT, the ωB97M-V functional and the def2-TZVPD basis

Geometry (Å):
O 5.338 -1.406 1.733
C 4.554 -0.583 1.188
C 4.904 0.991 1.060
C 3.882 1.996 1.060
C 2.356 1.486 1.245
O 1.589 2.187 1.949
C 2.005 0.108 0.546
C 0.662 -0.266 -0.125
C -0.555 0.802 -0.198
C -1.821 0.081 0.473
C -3.112 1.009 0.661
S -2.766 2.784 1.087
C 0.410 -1.660 -0.773
C 1.513 -2.748 -0.744
C 2.881 -2.401 -0.094
C 3.140 -0.996 0.532
H 6.017 1.276 0.967
H 4.152 3.099 0.965
H -0.727 1.015 -1.322
H -0.229 1.773 0.302
H -1.512 -0.476 1.439
H -2.138 -0.760 -0.260
H -3.707 0.573 1.554
H -3.808 0.868 -0.249
H -1.698 2.803 1.987
H -0.603 -1.908 -1.240
H 1.326 -3.768 -1.209
H 3.734 -3.157 -0.046
O -6.142 -1.602 -2.165
S -5.160 -0.545 -2.500
O -5.095 -0.375 -3.969
O -3.818 -0.935 -1.985
O -5.571 0.733 -1.868

As for the HOMO-LUMO gap: 2.189 eV. Its net charge is -2. As for the HOMO energy: 0.1 eV. The calculation puts the total energy at -47624.961 eV.

Here are the Löwdin charges for atoms 1 to 8, given in e: 0.00 -0.29 -0.01 0.01 -0.28 0.03 -0.01 -0.08

=====

# 6
Molecular formula: C13H12O6S2Zn
Method: DFT, the ωB97M-V functional and the def2-TZVPD basis

Geometry (Å):
Zn 0.718 0.009 0.897
C 2.072 -3.279 -1.507
C 2.505 -2.203 -0.555
C 3.195 -1.078 -1.009
C 3.503 -0.024 -0.166
C 3.142 -0.078 1.180
C 2.467 -1.210 1.660
C 2.154 -2.262 0.788
H 2.751 -3.355 -2.355
H 1.077 -3.041 -1.891
H 2.018 -4.248 -1.013
H 3.464 -1.015 -2.056
H 4.006 0.852 -0.551
H 3.377 0.739 1.849
H 2.218 -1.290 2.712
H 1.598 -3.111 1.163
O -1.005 -1.206 1.029
S -1.338 -0.824 -0.365
O -2.120 -1.764 -1.101
O -0.039 -0.451 -0.991
C -2.291 0.702 -0.240
C -3.527 0.632 -0.864
C -4.404 1.708 -0.855
C -4.050 2.873 -0.213
C -2.815 2.966 0.417
C -1.923 1.905 0.417
S -0.375 2.276 1.268
O -0.465 3.613 1.757
O -0.200 1.223 2.306
O 0.695 2.015 0.271
H -3.797 -0.290 -1.358
H -5.362 1.623 -1.351
H -4.725 3.719 -0.195
H -2.525 3.875 0.921

As for the HOMO-LUMO gap: 9.966 eV. Its net charge is 0. As for the HOMO energy: -9.9 eV. The calculation puts the total energy at -96050.255 eV.

Here are the Löwdin charges for atoms 1 to 8, given in e: 0.72 -0.02 -0.27 -0.02 -0.05 -0.10 -0.13 -0.05

=====

# 7
Molecular formula: C13H13BCsN4O4S
Method: DFT, the ωB97M-V functional and the def2-TZVPD basis

Geometry (Å):
Cs 2.490 0.848 -1.309
O 0.562 -0.320 3.338
C 1.096 0.277 2.345
O 0.505 0.739 1.322
C 2.605 0.378 2.460
C 3.111 0.639 3.782
C 4.494 0.632 4.018
C 5.348 0.336 2.957
C 4.732 -0.033 1.753
N 3.405 0.055 1.450
H 2.398 0.782 4.633
H 4.828 0.783 5.031
H 6.370 0.182 3.037
H 5.334 -0.397 0.931
N -2.259 0.578 1.059
N -3.181 -0.312 1.593
C -3.281 -0.729 2.895
N -2.078 -0.842 3.525
S -4.674 -1.309 3.683
H -2.200 0.235 0.098
H -1.310 0.600 1.485
H -4.052 -0.512 1.070
H -1.119 -0.810 3.054
H -2.183 -1.228 4.426
O -0.516 -0.077 -2.302
B -1.664 -0.201 -1.540
O -2.779 -0.446 -2.434
C -2.260 -0.327 -3.697
C -3.035 -0.214 -4.818
C -2.328 0.085 -6.028
C -0.908 0.147 -5.989
C -0.165 0.110 -4.810
C -0.889 -0.012 -3.652
H -4.135 -0.223 -4.658
H -2.818 0.260 -6.984
H -0.390 0.158 -6.919
H 0.945 0.166 -4.805

As for the HOMO-LUMO gap: 3.277 eV. Its net charge is -1. As for the HOMO energy: -2.3 eV. The calculation puts the total energy at -39902.444 eV.

Here are the Löwdin charges for atoms 1 to 8, given in e: 0.94 -0.05 -0.60 -0.11 -0.20 0.01 -0.07 -0.07